{"formula": "C23H33N5O4S", "method": "ωB97M-V/def2-TZVPD", "energy_ha": -1869.24035, "relative_energy_kcal_mol": 1.4, "molar_mass_g_mol": 475.61, "gap_ha": 0.29704, "species": ["C", "C", "C", "H", "H", "C", "N", "C", "O", "C", "C", "N", "H", "H", "C", "N", "S", "C", "O", "N", "H", "H", "C", "C", "C", "C", "C", "C", "C", "H", "H", "O", "C", "H", "H", "H", "H", "H", "H", "H", "H", "C", "O", "N", "H", "C", "C", "H", "H", "C", "C", "H", "H", "H", "C", "H", "H", "H", "H", "H", "H", "H", "H", "H", "H", "H"], "coordinates": [[-1.254644, 4.592152, -0.157440], [-0.694625, 4.015378, 1.137996], [0.556417, 3.165622, 0.921409], [1.313722, 3.753353, 0.398619], [0.982337, 2.881504, 1.885625], [0.303154, 1.903891, 0.089221], [-0.807843, 1.109500, 0.601280], [-1.892364, 0.943524, -0.200663], [-1.912617, 1.446531, -1.330873], [-3.056015, 0.200582, 0.253871], [-4.225985, 0.100335, -0.514922], [-4.439199, 0.639671, -1.715802], [-3.692747, 1.180859, -2.127178], [-5.344955, 0.495471, -2.138893], [-5.199368, -0.684250, 0.182166], [-4.814789, -1.148319, 1.352820], [-3.309518, -0.702791, 1.719680], [-6.546196, -0.964759, -0.349923], [-6.926873, -0.547690, -1.432904], [-7.311418, -1.716004, 0.465904], [-6.936365, -2.027970, 1.344941], [-8.247215, -1.959357, 0.190155], [-0.586357, 0.432355, 1.853465], [-0.254681, -1.038970, 1.720455], [-0.374287, -1.740840, 0.528050], [-0.032018, -3.074431, 0.454857], [0.440661, -3.749127, 1.579508], [0.557024, -3.054777, 2.778835], [0.212865, -1.716718, 2.836830], [0.315849, -1.187655, 3.772830], [0.918456, -3.540503, 3.671128], [0.755165, -5.061203, 1.398807], [1.237788, -5.793918, 2.498729], [0.501473, -5.836643, 3.307761], [1.419558, -6.800367, 2.125015], [2.174636, -5.375570, 2.880503], [-0.125034, -3.621418, -0.470173], [-0.739938, -1.250239, -0.361624], [0.260803, 0.920030, 2.341521], [-1.452271, 0.564868, 2.514215], [0.030545, 2.188425, -0.931077], [1.551602, 1.010036, 0.060811], [2.378406, 1.003190, 0.950933], [1.605862, 0.206879, -1.015268], [0.896259, 0.285104, -1.727573], [2.661175, -0.756569, -1.226503], [3.520011, -0.411695, -2.444289], [2.896045, -0.461954, -3.340876], [4.298021, -1.171719, -2.537998], [4.171760, 0.974580, -2.373396], [4.929412, 1.246377, -3.672024], [5.734259, 0.525063, -3.797711], [4.266206, 1.173563, -4.531467], [5.363025, 2.243435, -3.658984], [5.111326, 1.099731, -1.176753], [5.638158, 2.050530, -1.214595], [4.559934, 1.060300, -0.241579], [5.848687, 0.299521, -1.185955], [3.380175, 1.725507, -2.270603], [3.261584, -0.762660, -0.316122], [2.217007, -1.749439, -1.357046], [-1.463843, 3.414523, 1.628434], [-0.436437, 4.834628, 1.813015], [-0.491664, 5.164770, -0.680739], [-1.608461, 3.802869, -0.815090], [-2.091636, 5.252895, 0.056655]], "atomic_forces_ev_per_a": [[-0.1, -0.1, 0.2], [0.2, 0.0, -0.2], [-0.3, -0.2, 0.1], [0.1, 0.0, 0.0], [0.1, 0.0, -0.1], [0.3, 0.4, 0.0], [0.1, 0.2, -0.1], [0.1, 0.2, -0.1], [-0.1, 0.0, -0.1], [-0.6, -0.4, 0.3], [0.5, 0.0, 0.4], [-0.1, 0.2, -0.5], [-0.1, -0.1, 0.0], [0.1, 0.0, 0.0], [0.6, 0.1, 0.3], [-0.3, 0.0, -0.1], [-0.3, 0.1, -0.4], [-0.5, -0.3, 0.2], [0.0, 0.1, -0.2], [-0.1, -0.1, 0.1], [0.0, 0.0, 0.0], [0.1, 0.0, 0.0], [-0.1, -0.2, 0.3], [0.2, -0.1, 0.1], [0.1, 0.0, 0.1], [0.1, -0.2, 0.1], [-0.1, 0.1, -0.1], [0.1, -0.4, 0.1], [-0.1, 0.2, -0.3], [0.0, 0.1, 0.1], [0.0, -0.1, 0.1], [-0.1, 0.2, -0.2], [0.1, -0.1, 0.2], [0.0, 0.0, 0.0], [0.0, 0.1, 0.1], [0.0, 0.0, 0.0], [0.0, -0.1, -0.1], [0.0, 0.0, -0.1], [-0.2, 0.0, 0.0], [0.2, 0.1, 0.0], [0.1, -0.1, 0.2], [-0.4, 0.2, -0.3], [0.2, 0.1, 0.3], [0.0, -0.2, -0.4], [-0.1, 0.1, 0.1], [0.2, -0.2, -0.1], [-0.2, 0.3, 0.3], [0.0, -0.1, -0.1], [0.1, -0.1, -0.1], [0.2, -0.2, -0.1], [-0.2, 0.1, 0.2], [0.1, -0.1, 0.0], [0.0, 0.0, -0.1], [0.1, 0.1, 0.0], [-0.3, 0.1, -0.1], [0.1, 0.1, 0.0], [0.0, 0.0, 0.2], [0.1, -0.1, 0.0], [0.0, 0.0, 0.0], [-0.1, -0.1, -0.1], [0.1, 0.0, 0.1], [0.0, 0.0, 0.1], [0.0, -0.1, 0.1], [0.1, 0.1, -0.1], [0.0, 0.0, -0.1], [-0.1, 0.1, -0.1]]}

=====

{"formula": "C23H33N8O4P2SeV", "method": "ωB97M-V/def2-TZVPD", "multiplicity": 3, "energy_ha": -5662.96912, "relative_energy_kcal_mol": 2.6, "s_squared": 2.03, "molar_mass_g_mol": 677.42, "total_charge": 2, "gap_ha": [0.25431, 0.26068], "species": ["V", "N", "N", "C", "N", "N", "N", "O", "O", "H", "H", "H", "H", "H", "C", "P", "C", "C", "C", "P", "C", "C", "H", "H", "H", "H", "H", "H", "H", "H", "H", "H", "H", "H", "H", "H", "H", "H", "C", "N", "C", "Se", "N", "C", "C", "C", "C", "C", "C", "H", "H", "H", "H", "H", "H", "H", "H", "O", "C", "N", "C", "O", "C", "C", "C", "C", "C", "C", "H", "H", "H", "H"], "coordinates": [[-0.264205, 0.320847, -0.332759], [1.550446, -1.497230, 2.166269], [2.204911, -0.392207, 2.710406], [1.792689, 0.838987, 2.437428], [2.450896, 1.865597, 2.944619], [0.625207, 0.934664, 1.729292], [0.217977, 2.121707, 1.309737], [0.778731, 3.178724, 1.436132], [-0.871308, 2.014080, 0.627010], [1.502236, -2.228593, 2.865330], [2.055053, -1.826670, 1.347613], [3.132587, -0.504617, 3.097789], [3.277563, 1.710225, 3.499583], [2.225986, 2.804943, 2.658757], [-2.379792, -0.109903, 2.748441], [-2.273480, -0.695599, 1.034738], [-2.653328, -2.466764, 1.155967], [-3.718259, 0.030633, 0.185344], [-3.624339, -0.231882, -1.317262], [-2.118393, 0.518052, -2.057725], [-2.039938, -0.306329, -3.672230], [-2.590809, 2.233856, -2.420296], [-3.350881, -0.354421, 3.179603], [-2.236619, 0.969561, 2.778421], [-1.595712, -0.587102, 3.335812], [-3.574882, -2.594784, 1.725187], [-1.842869, -2.985766, 1.667919], [-2.769463, -2.907146, 0.167356], [-3.714122, 1.103655, 0.397492], [-4.642114, -0.378766, 0.600133], [-4.502528, 0.156375, -1.837407], [-3.584888, -1.305066, -1.522444], [-3.010429, -0.226750, -4.164482], [-1.798133, -1.360200, -3.537553], [-1.285087, 0.172259, -4.289735], [-3.569441, 2.263880, -2.900480], [-1.847000, 2.669336, -3.083789], [-2.621114, 2.818672, -1.500448], [1.156096, -4.825467, -2.552280], [1.173178, -3.492171, -3.135779], [0.800622, -2.350319, -2.543198], [0.077016, -2.220515, -0.810335], [0.963676, -1.350172, -3.417217], [1.454775, -1.844224, -4.621039], [1.774836, -1.226043, -5.820673], [2.244712, -2.047095, -6.828298], [2.389574, -3.429777, -6.644575], [2.066606, -4.040925, -5.447764], [1.592822, -3.213877, -4.439365], [0.757361, -4.771451, -1.544246], [2.167974, -5.225686, -2.519075], [0.527605, -5.479847, -3.153563], [0.733625, -0.388478, -3.211625], [1.660219, -0.159475, -5.959760], [2.507557, -1.614229, -7.783286], [2.761686, -4.031730, -7.461573], [2.178302, -5.107575, -5.310412], [2.961791, 0.686193, 0.133622], [2.551744, 1.298859, -0.832358], [1.333018, 1.031535, -1.459511], [1.216022, 1.875440, -2.567339], [0.332424, 1.746538, -3.393358], [2.360197, 2.820821, -2.568649], [2.670400, 3.867645, -3.410336], [3.856615, 4.553846, -3.158407], [4.694755, 4.182593, -2.111913], [4.376600, 3.115097, -1.274835], [3.193993, 2.452734, -1.520503], [2.018487, 4.143823, -4.228150], [4.135373, 5.387103, -3.788831], [5.612351, 4.732308, -1.952013], [5.034619, 2.812807, -0.471060]], "atomic_forces_ev_per_a": [[-0.2, -0.8, -0.4], [0.0, 0.0, 0.0], [0.0, -0.1, 0.0], [0.1, 0.2, 0.3], [0.1, -0.1, 0.0], [0.0, -0.1, -0.5], [0.3, 0.4, 0.3], [-0.4, -0.1, 0.1], [0.3, 0.0, -0.4], [0.0, 0.0, 0.0], [0.0, 0.0, 0.0], [0.0, 0.0, 0.0], [0.0, 0.0, 0.0], [0.0, 0.0, 0.0], [0.0, 0.0, 0.0], [0.3, 0.3, -0.1], [0.0, 0.0, 0.0], [0.0, 0.0, 0.0], [0.0, 0.0, 0.0], [0.2, 0.0, 0.1], [-0.1, 0.0, 0.0], [0.0, 0.0, 0.1], [0.0, 0.0, 0.0], [0.0, 0.0, 0.0], [0.0, 0.0, 0.0], [0.0, 0.0, 0.0], [0.0, 0.0, 0.0], [0.0, 0.0, 0.0], [0.0, 0.0, 0.0], [0.0, 0.0, 0.0], [0.0, 0.0, 0.0], [0.0, 0.0, 0.0], [0.0, 0.0, 0.0], [0.0, 0.0, 0.0], [0.0, 0.0, 0.0], [0.0, 0.0, 0.0], [0.0, 0.0, 0.0], [0.0, 0.0, 0.0], [0.0, 0.0, 0.0], [0.0, -0.1, 0.1], [-0.1, 0.1, -0.1], [0.1, 0.2, -0.1], [0.0, -0.1, 0.1], [0.0, 0.0, 0.0], [0.0, 0.0, 0.0], [0.0, 0.0, 0.0], [0.0, 0.0, 0.0], [0.0, -0.1, 0.0], [0.0, 0.0, 0.0], [0.0, 0.0, 0.0], [0.0, 0.0, 0.0], [0.0, 0.0, 0.0], [0.0, 0.1, 0.0], [0.0, 0.0, 0.0], [0.0, 0.0, 0.0], [0.0, 0.0, 0.0], [0.0, 0.0, 0.0], [0.1, 0.0, 0.0], [0.2, 0.1, 0.1], [-0.8, 0.0, 0.8], [0.0, -0.1, -0.1], [0.1, 0.1, 0.0], [0.0, -0.1, 0.0], [0.0, 0.0, 0.0], [-0.1, 0.0, 0.0], [0.0, 0.0, 0.0], [0.1, 0.0, 0.1], [-0.1, -0.1, -0.1], [0.0, 0.0, 0.0], [0.0, 0.0, 0.0], [0.0, 0.0, 0.0], [0.0, 0.0, 0.0]]}